Record 1
2 unconnected molecules or ions with the total composition CH5FN2P, computed with ωB97M-V/def2-TZVPD.

The geometry in XYZ format:
```
10
Properties=species:S:1:pos:R:3
C 1.17 -0.24 0.04
N 1.50 1.01 0.22
N 2.00 -1.24 0.10
F -5.01 -0.50 -0.02
P -3.66 0.34 0.04
H 2.44 1.32 0.43
H 0.79 1.72 0.16
H 2.99 -1.14 0.32
H 1.67 -2.18 -0.06
H -3.89 0.92 -1.24
```

The value obtained for the HOMO energy (spin up / spin down) is -13.644 / -11.330 eV. The value obtained for the gap between HOMO and LUMO (spin up / spin down) is 0.3524 / 0.1333 Eh. The electronic energy is -16094.551 eV. As for the spin multiplicity: 1. The energy relative to the best compared isomer or geometry (same formula, charge and spin) comes out at 3.536 eV. As for the charge: +1.

Record 2
A molecular structure, C22H33N3O6SSeZr, computed with ωB97M-V/def2-TZVPD.

The geometry in XYZ format:
```
67
Properties=species:S:1:pos:R:3
Zr 0.50 -1.53 -0.75
C 0.91 -3.48 0.79
C 2.13 -3.32 0.04
C 3.01 -2.54 0.81
C 2.37 -2.21 2.02
C 1.08 -2.76 2.00
C 0.02 -2.62 3.05
C 2.92 -1.29 3.07
C 4.35 -2.06 0.34
C 2.48 -3.92 -1.31
C -0.12 -4.57 0.62
H -0.96 -2.53 2.57
H 0.18 -1.73 3.65
H -0.02 -3.49 3.73
H 3.99 -1.42 3.20
H 2.44 -1.46 4.04
H 2.73 -0.24 2.79
H 4.93 -1.65 1.16
H 4.22 -1.27 -0.41
H 4.92 -2.88 -0.12
H 3.30 -4.63 -1.23
H 2.79 -3.14 -2.01
H 1.63 -4.43 -1.76
H 0.02 -5.34 1.39
H -0.04 -5.04 -0.35
H -1.14 -4.19 0.72
O 0.17 1.11 0.39
N 1.02 -0.13 0.58
O 1.89 -0.24 -0.49
N -1.81 0.80 -2.67
C -1.66 0.93 -1.23
S -1.93 -0.70 -0.37
N -2.71 1.89 -0.88
C -3.17 2.32 0.33
C -4.22 3.26 0.34
C -4.71 3.77 1.53
C -4.18 3.35 2.75
C -3.14 2.42 2.74
C -2.63 1.91 1.56
H -1.05 0.26 -3.06
H -2.64 0.23 -2.85
H -3.20 2.22 -1.70
H -4.63 3.59 -0.60
H -5.51 4.50 1.50
H -4.57 3.75 3.68
H -2.72 2.09 3.68
H -1.82 1.21 1.57
C -0.50 3.58 -2.40
C 0.18 2.94 -1.17
C 1.69 2.92 -1.43
C -0.09 3.79 0.07
C -0.20 1.43 -0.92
H 0.15 4.35 -2.82
H -1.44 4.06 -2.11
H -0.72 2.84 -3.16
H 2.09 3.94 -1.41
H 1.91 2.48 -2.40
H 2.20 2.33 -0.66
H 0.38 4.77 -0.04
H 0.32 3.29 0.95
H -1.16 3.94 0.23
H 0.46 0.85 -1.61
O 0.62 -3.59 -4.13
Se -0.17 -2.49 -3.25
O -0.52 -3.06 -1.75
O 0.82 -1.21 -2.83
O -1.46 -1.95 -4.03
```

The value obtained for the HOMO energy is -1.628 eV. The value obtained for the gap between HOMO and LUMO is 0.2340 Eh. The electronic energy is -117566.758 eV. As for the spin multiplicity: 1. The energy relative to the best compared isomer or geometry (same formula, charge and spin) comes out at 1.961 eV. As for the charge: -2.

Record 3
2 unconnected molecules or ions with the total composition C4H9NO, computed with ωB97M-V/def2-TZVPD.

The geometry in XYZ format:
```
15
Properties=species:S:1:pos:R:3
C 2.46 -2.26 -1.01
C 1.71 -1.10 -1.02
N 0.90 -0.68 0.01
H 1.98 -3.20 -0.76
H 3.51 -2.15 -1.35
H 1.82 -0.37 -1.81
H 1.03 -1.35 0.85
H -0.01 -0.26 -0.10
C -2.59 1.66 0.74
C -1.02 1.67 0.74
O -0.39 1.63 -0.29
H -2.90 1.26 1.72
H -2.94 0.89 0.11
H -3.19 2.58 0.54
H -0.37 1.67 1.62
```

The value obtained for the HOMO energy is -7.497 eV. The value obtained for the gap between HOMO and LUMO is 0.2998 Eh. The electronic energy is -7828.716 eV. As for the spin multiplicity: 1. The energy relative to the best compared isomer or geometry (same formula, charge and spin) comes out at 3.604 eV. As for the SMILES: C=CN.CC=O.

Record 4
11 unconnected molecules or ions with the total composition C34H96N6O11, computed with ωB97M-V/def2-TZVPD.

The geometry in XYZ format:
```
147
Properties=species:S:1:pos:R:3
C -2.59 14.66 23.98
O -3.99 14.36 23.74
C -4.62 15.14 22.69
C -6.07 14.65 22.45
C -6.71 15.27 21.28
N -6.79 14.97 23.66
H -2.14 13.88 24.59
H -2.42 15.63 24.45
H -2.12 14.60 23.00
H -4.60 16.20 22.94
H -3.89 15.06 21.88
H -5.88 13.60 22.23
H -6.54 16.34 21.16
H -7.79 15.17 21.45
H -6.49 14.85 20.30
H -7.12 14.08 24.01
H -6.00 15.15 24.26
C -9.53 7.45 10.16
O -9.60 8.70 10.82
C -9.36 8.66 12.25
C -9.93 9.97 12.84
C -11.46 10.13 12.71
N -9.42 11.25 12.33
H -9.85 7.68 9.14
H -10.22 6.66 10.47
H -8.54 7.03 10.04
H -10.08 7.93 12.62
H -8.39 8.40 12.65
H -9.54 9.94 13.86
H -11.73 9.92 11.67
H -11.67 11.16 12.98
H -12.02 9.53 13.43
H -9.70 11.13 11.37
H -8.41 11.26 12.37
C 0.18 21.22 21.19
O -0.39 21.36 19.89
C -1.78 21.53 20.09
C -2.22 21.58 18.62
C -1.54 22.66 17.85
N -3.67 21.65 18.45
H -0.21 21.93 21.91
H 1.25 21.45 21.11
H 0.11 20.26 21.72
H -2.26 20.62 20.44
H -2.05 22.47 20.57
H -1.84 20.65 18.21
H -1.69 22.49 16.79
H -0.46 22.72 17.98
H -1.96 23.64 18.05
H -4.05 20.76 18.74
H -3.90 21.83 17.48
C -12.71 8.82 20.32
O -13.49 9.76 21.03
C -13.47 11.07 20.48
C -14.03 12.03 21.61
C -14.32 13.39 21.02
N -13.07 12.19 22.70
H -12.64 7.89 20.89
H -11.67 8.99 20.05
H -13.29 8.56 19.43
H -12.50 11.30 20.05
H -14.14 11.21 19.63
H -14.94 11.63 22.06
H -14.96 13.35 20.14
H -13.46 14.02 20.79
H -14.85 14.01 21.74
H -12.85 11.22 22.87
H -12.22 12.52 22.26
C -17.32 22.91 13.39
O -16.84 21.76 14.04
C -17.74 20.56 14.00
C -19.11 20.72 14.75
C -18.92 21.05 16.20
N -19.91 19.51 14.43
H -17.62 23.67 14.11
H -18.20 22.73 12.77
H -16.58 23.39 12.74
H -17.90 20.18 12.99
H -17.12 19.76 14.39
H -19.59 21.54 14.21
H -18.26 20.32 16.67
H -19.84 21.22 16.75
H -18.26 21.91 16.29
H -19.63 18.67 14.92
H -20.87 19.73 14.67
C -2.75 15.87 12.45
O -3.27 14.66 11.81
C -3.03 14.63 10.41
C -1.67 13.79 10.15
C -1.67 12.26 10.57
N -0.47 14.48 10.65
H -1.72 16.10 12.19
H -2.75 15.67 13.53
H -3.41 16.70 12.23
H -3.80 13.90 10.15
H -3.17 15.56 9.86
H -1.48 13.93 9.08
H -1.98 11.57 9.78
H -2.35 12.17 11.42
H -0.75 11.95 11.06
H -0.63 15.48 10.57
H -0.24 14.31 11.62
C -16.40 24.14 21.38
C -15.98 22.82 21.94
O -17.12 22.26 22.66
H -17.38 24.17 20.91
H -15.82 24.61 20.58
H -16.37 24.68 22.32
H -15.12 22.98 22.59
H -15.69 22.18 21.11
H -17.10 22.63 23.54
C -13.00 18.33 7.72
C -11.69 18.48 8.44
O -10.78 17.80 7.81
H -12.95 18.59 6.67
H -13.77 19.00 8.10
H -13.41 17.32 7.80
H -11.56 18.14 9.47
H -11.42 19.54 8.47
H -11.07 16.89 7.79
C -11.31 19.15 16.35
C -11.24 17.88 15.50
O -9.85 17.65 15.12
H -12.30 19.30 16.79
H -11.04 19.96 15.68
H -10.56 19.17 17.14
H -11.78 18.17 14.60
H -11.67 17.03 16.02
H -9.67 16.80 14.71
C -4.97 24.45 10.98
C -5.52 23.03 10.96
O -6.25 22.84 12.05
H -5.79 25.18 10.99
H -4.42 24.64 10.06
H -4.35 24.52 11.87
H -4.69 22.36 11.15
H -5.94 22.65 10.03
H -6.75 22.03 11.95
C -8.79 26.93 16.76
C -7.42 27.31 17.36
O -7.01 26.60 18.53
H -8.97 27.38 15.78
H -9.63 27.25 17.37
H -8.84 25.85 16.61
H -7.46 28.37 17.63
H -6.64 26.98 16.68
H -6.85 25.66 18.40
```

The value obtained for the HOMO energy is -8.730 eV. The value obtained for the gap between HOMO and LUMO is 0.3306 Eh. The electronic energy is -68267.554 eV. As for the spin multiplicity: 1. The energy relative to the best compared isomer or geometry (same formula, charge and spin) comes out at 6.887 eV. As for the SMILES: COC[C@H](C)N.COC[C@H](C)N.COC[C@H](C)N.COC[C@H](C)N.COC[C@H](C)N.COC[C@H](C)N.CCO.CCO.CCO.CCO.CCO.